1.
Here is a molecular structure, C60H135ClN8O13Y from the Open Molecules 2025 dataset. Energies are from ωB97M-V with the def2-TZVPD basis set.

Geometry (Å):
Y -3.002 3.836 0.961
C -0.336 0.518 -0.365
C -1.576 0.484 0.527
C -1.145 -0.021 1.896
O -2.139 1.746 0.664
H -0.637 0.867 -1.357
H 0.015 -0.511 -0.440
H 0.383 1.228 0.038
H -2.231 -0.253 0.044
H -0.502 0.583 2.536
H -0.767 -1.045 1.815
H -2.057 -0.153 2.489
Cl -3.906 2.236 5.275
O -2.989 1.869 4.196
O -3.309 3.269 6.076
O -5.083 2.797 4.625
O -4.295 1.081 6.065
C -1.111 -3.380 -0.469
C -0.822 -4.877 -0.360
C 0.306 -5.224 0.646
O 0.550 -6.589 0.614
C 1.238 -7.070 1.771
N -2.087 -5.485 0.058
H -0.127 -2.949 -0.701
H -1.570 -2.858 0.372
H -1.760 -3.192 -1.326
H -0.568 -5.206 -1.370
H -0.105 -4.884 1.603
H 1.182 -4.601 0.414
H 2.189 -6.531 1.822
H 1.471 -8.101 1.513
H 0.672 -6.996 2.699
H -1.872 -6.435 0.356
H -2.476 -5.015 0.867
C -2.219 6.400 4.723
C -2.175 5.705 3.329
C -0.946 4.789 3.329
O -1.080 3.884 2.185
C 0.225 3.617 1.595
N -3.388 4.895 3.119
H -2.899 5.877 5.391
H -2.547 7.423 4.522
H -1.225 6.546 5.144
H -2.109 6.443 2.523
H -0.908 4.100 4.178
H -0.039 5.386 3.413
H 0.841 4.514 1.520
H 0.062 3.345 0.551
H 0.856 2.825 1.995
H -4.135 5.577 3.263
H -3.450 4.304 3.960
C -2.100 3.231 -2.825
C -3.354 4.007 -2.340
C -4.387 4.066 -3.463
O -5.422 4.925 -3.034
C -6.437 5.073 -4.028
N -3.978 3.286 -1.187
H -1.177 3.510 -2.318
H -2.026 3.374 -3.904
H -2.215 2.151 -2.724
H -3.011 4.988 -1.995
H -4.780 3.062 -3.670
H -3.948 4.442 -4.392
H -6.960 6.002 -3.818
H -7.075 4.189 -4.071
H -5.955 5.219 -4.999
H -4.952 3.565 -1.365
H -4.021 2.288 -1.395
C 2.841 4.741 -3.355
C 3.310 3.570 -2.464
C 4.376 2.775 -3.226
C 5.748 3.530 -3.292
C 6.237 3.883 -1.893
C 5.188 4.623 -1.035
N 3.866 4.048 -1.180
O 2.883 4.577 -0.325
C 5.628 4.365 0.411
C 5.301 6.162 -1.260
C 2.055 2.691 -2.200
H 3.660 5.449 -3.459
H 1.948 5.167 -2.890
H 2.550 4.413 -4.353
H 4.438 1.715 -2.969
H 4.132 2.736 -4.292
H 5.533 4.432 -3.871
H 6.513 2.983 -3.840
H 7.110 4.501 -2.100
H 6.487 2.923 -1.438
H 6.642 4.733 0.598
H 5.050 4.984 1.102
H 5.629 3.321 0.719
H 4.953 6.707 -0.379
H 6.331 6.518 -1.336
H 4.801 6.495 -2.169
H 1.759 2.364 -3.191
H 1.349 3.287 -1.627
H 2.497 1.866 -1.639
H 2.588 5.397 -0.759
C -0.019 0.601 -4.448
C 0.662 -0.751 -4.347
C -0.470 -1.738 -3.993
C -0.107 -3.197 -4.149
C 0.270 -3.429 -5.621
C 1.486 -2.570 -6.039
N 1.334 -1.164 -5.568
O 2.384 -0.333 -5.983
C 2.755 -3.138 -5.388
C 1.514 -2.574 -7.565
C 1.635 -0.684 -3.149
H 0.723 1.344 -4.755
H -0.497 0.938 -3.531
H -0.797 0.599 -5.219
H -0.694 -1.597 -2.931
H -1.357 -1.543 -4.601
H -0.937 -3.853 -3.886
H 0.753 -3.429 -3.519
H -0.598 -3.288 -6.265
H 0.531 -4.491 -5.627
H 2.597 -3.399 -4.344
H 3.105 -4.002 -5.960
H 3.612 -2.465 -5.442
H 0.905 -1.769 -7.979
H 2.509 -2.394 -7.982
H 1.192 -3.518 -8.007
H 1.292 -0.096 -2.300
H 2.638 -0.340 -3.410
H 1.806 -1.690 -2.750
H 2.004 0.161 -6.719
C 1.013 -3.296 3.439
C 1.823 -3.347 4.766
C 2.955 -2.330 4.767
C 2.440 -0.923 4.835
C 1.683 -0.687 6.120
C 0.510 -1.715 6.256
N 0.932 -3.094 5.930
O -0.082 -4.041 6.099
C 0.101 -1.607 7.729
C -0.665 -1.284 5.380
C 2.405 -4.776 4.876
H 0.055 -3.803 3.551
H 1.538 -3.787 2.620
H 0.893 -2.253 3.152
H 3.626 -2.577 5.594
H 3.549 -2.485 3.861
H 1.849 -0.648 3.956
H 3.269 -0.208 4.750
H 1.170 0.277 6.128
H 2.375 -0.717 6.961
H -0.595 -2.441 7.890
H 0.915 -1.688 8.443
H -0.596 -0.787 7.910
H -1.130 -0.326 5.626
H -0.320 -1.123 4.358
H -1.468 -2.021 5.426
H 3.297 -4.884 4.255
H 1.648 -5.494 4.569
H 2.749 -4.941 5.898
H -0.589 -4.032 5.270
C 4.844 -0.900 -0.899
C 4.191 -1.313 0.437
C 3.205 -2.477 0.079
C 4.003 -3.723 -0.230
C 4.856 -4.045 0.972
C 5.871 -2.987 1.421
N 5.076 -1.760 1.532
O 5.834 -0.637 1.978
C 6.303 -3.437 2.825
C 7.028 -2.866 0.431
C 3.272 -0.167 0.928
H 4.117 -0.316 -1.471
H 5.167 -1.653 -1.619
H 5.740 -0.298 -0.729
H 2.424 -2.694 0.813
H 2.649 -2.063 -0.770
H 4.640 -3.634 -1.118
H 3.329 -4.500 -0.605
H 5.331 -5.027 0.900
H 4.116 -4.206 1.768
H 7.045 -4.232 2.765
H 6.846 -2.639 3.341
H 5.409 -3.608 3.417
H 7.756 -3.667 0.569
H 6.759 -2.755 -0.615
H 7.572 -1.975 0.764
H 2.781 -0.581 1.817
H 2.501 -0.056 0.171
H 3.847 0.671 1.317
H 5.285 -0.276 2.682
C -5.396 -0.682 1.528
C -6.214 -0.962 0.232
C -7.553 -1.519 0.779
C -8.573 -1.480 -0.352
C -8.852 -0.074 -0.916
C -7.514 0.440 -1.523
N -6.444 0.267 -0.536
O -5.239 0.806 -1.070
C -7.285 -0.293 -2.854
C -7.756 1.920 -1.840
C -5.386 -2.039 -0.494
H -5.203 -1.646 2.007
H -5.884 -0.092 2.304
H -4.395 -0.279 1.351
H -7.457 -2.492 1.258
H -7.925 -0.865 1.574
H -9.510 -1.925 -0.004
H -8.213 -2.191 -1.101
H -9.195 0.535 -0.080
H -9.677 -0.320 -1.583
H -7.765 0.186 -3.711
H -6.249 -0.401 -3.195
H -7.666 -1.315 -2.861
H -7.974 2.508 -0.949
H -6.933 2.360 -2.410
H -8.633 1.949 -2.488
H -4.425 -1.644 -0.839
H -5.811 -2.305 -1.471
H -5.277 -2.968 0.058
H -4.977 0.090 -1.676

**Gap between HOMO and LUMO**: 4.60 eV
**Total charge**: +1
**Total energy**: -4281.03343 hartree

2.
Here is 18 unconnected molecules or ions with the total composition C60H137N18O18 from the Open Molecules 2025 dataset. Energies are from ωB97M-V with the def2-TZVPD basis set.

Geometry (Å):
C -2.668 5.126 -6.401
C -2.716 4.041 -5.290
C -4.098 3.378 -5.281
C -4.364 2.259 -6.266
C -3.194 1.322 -6.183
C -1.780 1.939 -6.390
N -1.641 2.983 -5.360
O -0.321 3.432 -5.070
C -1.568 2.394 -7.770
C -0.784 0.774 -6.160
C -2.542 4.904 -4.008
H -3.215 4.931 -7.323
H -1.654 5.322 -6.749
H -3.070 6.096 -6.106
H -4.813 4.115 -5.648
H -4.341 3.036 -4.275
H -4.340 2.570 -7.310
H -5.277 1.687 -6.098
H -3.436 0.636 -6.995
H -3.362 0.695 -5.308
H -2.270 3.176 -8.061
H -1.386 1.584 -8.476
H -0.612 2.901 -7.642
H 0.217 1.189 -6.277
H -1.016 -0.129 -6.724
H -0.809 0.516 -5.101
H -3.542 5.161 -3.659
H -2.087 5.885 -4.140
H -2.146 4.400 -3.126
C 3.147 0.424 -4.154
C 4.377 0.671 -5.051
O 4.367 0.275 -6.210
N 5.463 1.301 -4.656
C 6.571 1.654 -5.501
H 2.930 -0.642 -4.085
H 2.327 1.084 -4.440
H 3.470 0.617 -3.131
H 5.443 1.373 -3.649
H 6.294 1.739 -6.551
H 7.472 1.084 -5.277
H 6.870 2.691 -5.348
C 1.251 4.502 -13.321
C 0.814 5.266 -12.075
O 0.875 6.394 -12.016
N 0.131 4.507 -11.173
C -0.470 5.190 -9.992
H 1.038 3.438 -13.219
H 2.314 4.631 -13.524
H 0.663 4.826 -14.180
H -0.102 3.531 -11.289
H -1.325 5.807 -10.270
H 0.214 5.920 -9.557
H -0.934 4.553 -9.239
C -0.899 8.912 -4.399
C -2.205 9.631 -4.363
O -3.229 9.173 -3.849
N -2.282 10.674 -5.084
C -3.519 11.378 -5.519
H -0.186 9.524 -4.952
H -1.012 7.903 -4.795
H -0.684 8.841 -3.333
H -1.454 11.187 -5.352
H -3.295 12.060 -6.340
H -3.977 11.933 -4.701
H -4.303 10.744 -5.934
C -5.207 4.958 -0.647
C -6.530 4.341 -0.772
O -7.429 4.912 -1.305
N -6.498 3.059 -0.337
C -7.659 2.201 -0.156
H -4.378 4.290 -0.412
H -5.256 5.749 0.101
H -4.869 5.483 -1.540
H -5.585 2.686 -0.120
H -8.531 2.558 -0.705
H -7.682 1.778 0.848
H -7.371 1.244 -0.592
C 2.151 1.470 -9.291
C 3.489 1.805 -10.010
O 3.449 2.437 -11.137
N 4.574 1.508 -9.322
C 5.878 1.642 -9.954
H 1.384 1.530 -10.064
H 2.063 2.227 -8.511
H 2.215 0.509 -8.782
H 4.520 1.544 -8.314
H 6.694 1.463 -9.255
H 5.959 2.683 -10.267
H 6.099 0.931 -10.750
C -3.232 8.938 -8.488
C -4.098 9.875 -9.324
O -4.554 10.951 -8.891
N -4.552 9.357 -10.476
C -5.314 10.164 -11.415
H -3.896 8.226 -7.998
H -2.741 9.487 -7.685
H -2.595 8.329 -9.130
H -4.501 8.366 -10.661
H -4.870 11.151 -11.545
H -6.297 10.437 -11.030
H -5.326 9.634 -12.368
C -6.571 0.034 -8.858
C -6.719 -1.460 -9.313
O -7.581 -2.206 -8.805
N -5.962 -1.945 -10.269
C -5.163 -1.181 -11.159
H -7.313 0.258 -8.091
H -6.841 0.709 -9.670
H -5.556 0.223 -8.508
H -5.961 -2.933 -10.481
H -5.620 -0.492 -11.870
H -4.510 -1.840 -11.731
H -4.611 -0.537 -10.474
C -4.297 0.448 -1.778
C -5.514 -0.080 -2.578
O -6.425 -0.612 -1.905
N -5.604 0.133 -3.873
C -6.886 0.110 -4.652
H -4.387 1.471 -1.414
H -3.384 0.415 -2.373
H -4.234 -0.213 -0.913
H -4.906 0.819 -4.121
H -6.682 -0.568 -5.481
H -7.301 1.027 -5.068
H -7.666 -0.261 -3.987
C 3.087 4.218 -3.867
C 2.543 4.490 -2.516
O 3.311 4.924 -1.613
N 1.304 4.241 -2.318
C 0.590 4.507 -1.041
H 3.687 3.309 -3.914
H 3.756 4.970 -4.285
H 2.292 4.174 -4.612
H 0.757 4.103 -3.156
H -0.373 3.998 -0.992
H 0.416 5.581 -1.095
H 1.207 4.448 -0.144
C 0.311 0.491 -1.431
C -0.112 -0.910 -0.891
O 0.323 -1.313 0.157
N -0.955 -1.600 -1.634
C -1.561 -2.795 -1.202
H 0.259 0.462 -2.520
H 1.357 0.733 -1.246
H -0.314 1.255 -0.968
H -1.234 -1.288 -2.554
H -0.926 -3.681 -1.190
H -2.199 -3.089 -2.036
H -2.114 -2.814 -0.263
C 4.819 -2.005 -8.529
C 3.487 -2.536 -8.044
O 3.123 -3.687 -8.330
N 2.862 -1.696 -7.220
C 1.674 -1.862 -6.394
H 5.539 -2.800 -8.720
H 5.199 -1.342 -7.751
H 4.477 -1.601 -9.482
H 3.381 -0.867 -6.970
H 0.993 -2.708 -6.485
H 1.255 -0.875 -6.592
H 2.107 -1.780 -5.398
C -2.090 6.893 -1.377
C -2.121 8.167 -0.483
O -1.109 8.422 0.171
N -3.296 8.740 -0.329
C -3.598 9.898 0.545
H -1.359 6.917 -2.185
H -3.063 6.715 -1.836
H -1.829 6.056 -0.730
H -3.814 8.740 -1.196
H -2.953 10.762 0.390
H -3.448 9.723 1.610
H -4.660 10.034 0.339
C -6.759 4.485 -7.903
C -7.392 3.819 -9.110
O -8.442 3.145 -8.971
N -6.832 4.013 -10.334
C -7.267 3.392 -11.579
H -6.266 5.439 -8.088
H -6.007 3.758 -7.595
H -7.547 4.713 -7.185
H -5.897 4.359 -10.178
H -8.015 2.612 -11.437
H -6.361 2.895 -11.925
H -7.584 4.143 -12.303
C 2.704 4.513 -7.721
C 3.163 5.939 -7.507
O 4.320 6.251 -7.773
N 2.394 6.841 -7.057
C 1.142 6.593 -6.368
H 3.425 3.770 -7.382
H 2.531 4.404 -8.792
H 1.786 4.376 -7.149
H 2.852 7.728 -6.909
H 0.456 6.539 -7.214
H 0.806 7.486 -5.841
H 1.119 5.747 -5.681
C -5.452 6.670 -12.567
C -4.656 5.932 -11.452
O -4.225 6.612 -10.590
N -4.359 4.673 -11.655
C -3.727 3.694 -10.747
H -5.854 7.662 -12.358
H -6.282 6.111 -12.998
H -4.681 6.618 -13.335
H -4.813 4.232 -12.442
H -4.359 3.036 -10.150
H -3.184 4.271 -9.999
H -2.954 3.202 -11.338
C -9.010 8.309 -7.718
C -8.381 7.618 -6.536
O -9.101 6.917 -5.755
N -7.077 7.787 -6.205
C -6.205 7.106 -5.222
H -9.967 8.739 -7.423
H -9.178 7.649 -8.569
H -8.392 9.109 -8.127
H -6.704 8.699 -6.426
H -5.297 6.815 -5.749
H -6.722 6.322 -4.668
H -5.936 7.848 -4.470
C -2.764 -2.947 -4.720
C -2.541 -3.083 -6.160
O -3.391 -2.950 -6.989
N -1.282 -3.489 -6.426
C -0.909 -3.687 -7.783
H -3.117 -1.964 -4.410
H -1.900 -3.133 -4.082
H -3.387 -3.787 -4.410
H -0.860 -4.151 -5.791
H -0.174 -4.492 -7.772
H -0.666 -2.712 -8.205
H -1.679 -4.125 -8.419

**Gap between HOMO and LUMO**: 5.05 eV
**Total charge**: -1
**Total energy**: -4708.30395 hartree
**ΔE to the lowest compared entry with this formula, charge and spin**: 180.45 kcal/mol

Number 1: F_max 5.64 eV/A, LUMO energy -4.771 eV. Number 2: F_max 8.83 eV/A, LUMO energy 1.316 eV.